(1)
Molecular formula: C6H2BrO2S
Method: DFT, ωB97M-V/def2-TZVPD

- DFT total energy (eV) = -91220.67670
- HOMO energy (alpha / beta) (eV) = -4.2 / -4.2
- relative energy (zero: lowest compared OMol25 entry of this formula, charge and spin) (eV) = 2.709
- E_LUMO (alpha / beta) (eV) = 2.8751 / 2.8755
- Kohn-Sham gap (alpha / beta) (eV) = 7.074 / 7.069
- total charge = -1

Structure (XYZ):
```
12
Properties=species:S:1:pos:R:3:lowdin_charge:R:1
C 1.25844 1.78794 0.07441 -0.13
C 1.37329 2.22651 1.28288 -0.22
C 0.58751 0.70838 -0.33156 -0.15
C -0.36053 0.04694 0.65572 -0.14
C 0.98877 2.21756 2.45062 -0.66
C -0.42643 0.31460 1.96067 -0.07
O -0.65827 -1.77436 3.20602 -0.58
O -2.59139 -0.15028 3.12081 -0.55
S -1.19765 -0.36766 3.52386 0.63
Br 0.88128 3.08717 4.02795 0.70
H 0.35117 0.49213 -1.40334 0.08
H -0.73568 -0.87726 0.32764 0.09
```

***

(2)
Molecular formula: C6H2CrO12S2
Method: DFT, ωB97M-V/def2-TZVPD

- <S²> = 6.0156
- DFT total energy (eV) = -80906.81867
- HOMO energy (alpha / beta) (eV) = 5.3 / 5.3
- relative energy (zero: lowest compared OMol25 entry of this formula, charge and spin) (eV) = 4.061
- E_LUMO (alpha / beta) (eV) = 8.4827 / 8.3526
- spin multiplicity = 5
- Kohn-Sham gap (alpha / beta) (eV) = 3.137 / 3.007
- total charge = -4

Structure (XYZ):
```
23
Properties=species:S:1:pos:R:3:lowdin_charge:R:1
Cr -1.55942 1.30559 1.66722 0.91
S -1.92491 -2.01794 1.88751 0.16
O -0.61391 -2.20340 1.23750 -0.43
O -2.75181 -2.99681 1.17091 -0.46
O -1.63537 -2.31466 3.29617 -0.44
O -2.30796 -0.60412 1.67338 -0.49
S 0.52635 1.06918 3.45577 0.21
O 0.34832 0.36060 2.16806 -0.42
O 1.60528 2.05360 3.42994 -0.41
O -0.81570 1.71050 3.49403 -0.49
O 0.76382 -0.06572 4.34538 -0.37
C 0.97979 1.44566 -1.44084 -0.01
C 1.98884 0.94208 -2.34224 -0.37
C 1.56870 -0.11063 -3.43284 -0.42
O 2.46142 -0.48683 -4.23265 -0.13
C 0.28632 -0.70106 -3.25494 -0.05
C -0.58319 -0.37450 -2.21827 -0.38
C -0.22163 0.82037 -1.35821 -0.33
O -1.08616 1.36417 -0.54169 -0.19
O -1.46936 -1.22825 -1.92988 -0.01
O 3.16949 1.29056 -2.37619 -0.05
H 1.16391 2.35714 -0.89075 0.10
H 0.10716 -1.61551 -3.80739 0.08
```

***

(3)
Molecular formula: C6H2N2O4
Method: DFT, ωB97M-V/def2-TZVPD

- SMILES = O=[N+]([O-])C#C/C=C\C#C[N+](=O)[O-]
- DFT total energy (eV) = -17413.14406
- HOMO energy (eV) = -10.3
- relative energy (zero: lowest compared OMol25 entry of this formula, charge and spin) (eV) = 0.671
- E_LUMO (eV) = -2.0197
- Kohn-Sham gap (eV) = 8.313
- total charge = 0

Structure (XYZ):
```
14
Properties=species:S:1:pos:R:3:lowdin_charge:R:1
O -1.44517 -3.87892 -0.48332 0.11
N -1.48338 -2.78001 0.01836 -0.42
O -2.44300 -2.23474 0.51037 0.12
C -0.29669 -2.05939 0.03005 0.10
C 0.72967 -1.42603 -0.02416 0.04
C 1.92231 -0.69140 -0.00420 -0.07
C 1.94591 0.65488 0.02936 -0.07
C 0.77130 1.41956 0.02023 0.04
C -0.26558 2.03800 0.01158 0.10
N -1.41899 2.80591 -0.03578 -0.42
O -2.47048 2.22503 0.09869 0.12
O -1.26138 3.99337 -0.21420 0.11
H 2.83675 -1.26654 -0.00708 0.12
H 2.87872 1.20029 0.05008 0.12
```

***

(4)
Molecular formula: C6H30NO9
Method: DFT, ωB97M-V/def2-TZVPD

- DFT total energy (eV) = -26617.16323
- HOMO energy (eV) = -12.8
- relative energy (zero: lowest compared OMol25 entry of this formula, charge and spin) (eV) = 3.787
- E_LUMO (eV) = -2.3838
- Kohn-Sham gap (eV) = 10.419
- total charge = +1

Structure (XYZ):
```
46
Properties=species:S:1:pos:R:3:lowdin_charge:R:1
O -2.46330 0.93194 -2.25545 0.03
C -1.31925 0.43154 -2.28307 -0.10
C -0.31041 1.00831 -1.22635 -0.25
C -0.14572 0.06077 -0.16196 -0.40
C -1.40590 -0.18297 0.59320 -0.04
C 1.01421 0.48761 0.81848 -0.21
C 2.38024 0.60180 0.16136 -0.08
N -0.76943 2.35992 -0.63217 0.19
H -0.97744 -0.43347 -2.83955 0.11
H 0.63171 1.07895 -1.76190 0.12
H 0.23720 -0.94875 -0.50404 0.14
H -2.26559 0.16197 0.02347 0.08
H -1.23908 0.25300 1.61212 0.06
H -1.55446 -1.22135 0.98152 0.11
H 0.99886 -0.34190 1.50916 0.10
H 0.90304 1.37135 1.48042 0.12
H 2.88990 -0.30862 -0.05277 0.05
H 3.09484 1.29063 0.69860 0.10
H 2.19565 1.00342 -0.90314 0.08
H -1.75183 2.55173 -0.96545 0.14
H -0.75007 2.30017 0.40565 0.11
H -0.16655 3.23613 -0.89201 0.20
H -1.44859 2.08020 4.01574 -0.04
H -1.76224 0.53109 3.96009 0.11
O -1.39386 1.36140 3.52092 -0.01
H 0.10824 -2.52729 3.83663 -0.03
H 0.31517 -1.23901 4.66106 0.04
O 0.02073 -1.64381 3.85738 0.01
H -1.71653 3.73888 -3.58557 0.10
H -0.27183 3.99811 -2.95912 -0.03
O -1.04760 3.60734 -2.88533 0.02
H 0.18440 -2.94100 -1.48608 0.01
H -1.37475 -2.78167 -1.79283 0.03
O -0.55744 -2.39089 -1.71591 -0.02
H -1.92047 3.00329 2.20587 -0.07
H -2.69410 3.95462 1.32024 0.07
O -2.06832 3.26137 1.40399 0.06
H 3.17970 -2.93578 0.83323 0.03
H 3.41718 -3.50486 2.20242 -0.01
O 2.80446 -3.07910 1.69149 0.00
H 1.30453 -4.39849 -0.41113 -0.01
H 0.12078 -5.09067 -1.04448 0.02
O 0.81567 -4.54086 -1.13501 0.08
H 2.05981 -1.36304 -4.08795 0.10
H 0.97170 -1.59886 -3.05436 -0.11
O 1.72673 -1.19315 -3.15741 0.00
```

***

(5)
Molecular formula: C6H30O9
Method: DFT, ωB97M-V/def2-TZVPD

- SMILES = CC(C)O.CC(C)O.O.O.O.O.O.O.O
- DFT total energy (eV) = -25134.74800
- HOMO energy (eV) = -9.9
- relative energy (zero: lowest compared OMol25 entry of this formula, charge and spin) (eV) = 3.225
- E_LUMO (eV) = 0.1213
- Kohn-Sham gap (eV) = 10.066
- total charge = 0

Structure (XYZ):
```
45
Properties=species:S:1:pos:R:3:lowdin_charge:R:1
C 2.76620 -5.93749 -1.98204 -0.06
C 2.34773 -6.79038 -3.22127 -0.45
C 1.45429 -6.01557 -4.21938 -0.05
O 3.53447 -7.09293 -3.94415 -0.08
H 3.41498 -5.06728 -2.08167 0.07
H 3.43420 -6.58200 -1.41064 0.07
H 1.92199 -5.46547 -1.47946 0.08
H 2.01091 -7.77852 -2.90784 0.13
H 1.43405 -6.59411 -5.14296 0.07
H 1.91360 -5.05722 -4.46164 0.08
H 0.38731 -5.90168 -4.02787 0.07
H 4.26074 -7.21366 -3.32808 0.08
C -1.21966 3.98608 6.16749 -0.06
C -2.52950 3.21164 6.10588 -0.49
C -3.11465 3.08414 4.68879 -0.07
O -2.35308 1.91723 6.61148 -0.05
H -0.32796 3.42808 5.88181 0.08
H -0.98225 4.33517 7.17241 0.08
H -1.28138 4.84686 5.50164 0.08
H -3.30834 3.68203 6.70606 0.14
H -3.89150 2.32198 4.62776 0.07
H -2.44696 2.85768 3.85752 0.08
H -3.69651 3.96743 4.42549 0.07
H -1.62337 1.50008 6.14767 0.09
O 5.66317 4.76732 -0.34408 -0.05
H 5.55991 5.63447 0.04785 0.03
H 5.09766 4.78405 -1.11619 0.03
O 0.91417 -0.03874 -0.46117 -0.05
H -0.00012 0.13133 -0.68784 0.03
H 1.41576 0.53447 -1.04088 0.03
O 1.58708 2.66938 -4.05651 -0.05
H 0.65981 2.48755 -4.20932 0.02
H 1.98972 2.60729 -4.92268 0.03
O -4.45307 -1.84399 -1.21281 -0.06
H -5.31662 -1.52500 -1.47504 0.03
H -4.63574 -2.60064 -0.65573 0.03
O 0.85945 -2.11250 3.91171 -0.06
H 1.13968 -1.59083 3.15967 0.03
H 1.66616 -2.50488 4.24559 0.03
O -1.47866 6.54037 -1.53068 -0.05
H -2.24931 6.58960 -2.09628 0.03
H -0.88611 5.94075 -1.98408 0.03
O -2.82897 2.03048 -5.06023 -0.05
H -3.36815 1.48747 -4.48520 0.03
H -3.44111 2.36998 -5.71310 0.03
```

***

(6)
Molecular formula: C6H31N2O10
Method: DFT, ωB97M-V/def2-TZVPD

- DFT total energy (eV) = -30174.52661
- HOMO energy (eV) = -12.8
- relative energy (zero: lowest compared OMol25 entry of this formula, charge and spin) (eV) = 2.861
- E_LUMO (eV) = -2.5908
- Kohn-Sham gap (eV) = 10.159
- total charge = +1

Structure (XYZ):
```
49
Properties=species:S:1:pos:R:3:lowdin_charge:R:1
C -0.00992 2.49932 -2.02327 -0.11
C -0.70277 3.27017 -0.89897 -0.22
C -2.14026 2.72711 -0.69523 -0.13
C -2.03390 1.32388 -0.27582 -0.20
C -1.58110 0.64824 0.84959 0.01
N -1.58164 -0.67839 0.57727 0.15
C -2.06200 -0.86274 -0.66021 -0.08
N -2.25975 0.34766 -1.27466 0.15
H -0.48334 2.80027 -2.94724 0.07
H 1.12160 2.65890 -2.10882 0.10
H -0.02166 1.36870 -1.90419 0.05
H -0.66607 4.31931 -1.16585 0.11
H -0.14819 3.30809 0.06270 0.11
H -2.89475 2.92087 -1.34232 0.08
H -2.53554 3.39659 0.11668 0.14
H -1.12974 1.15262 1.74081 0.15
H -1.34255 -1.30161 1.28457 0.13
H -2.57655 -1.83372 -0.90742 0.18
H -2.96352 0.40882 -2.08832 0.20
H 2.80150 -1.57530 2.11256 -0.06
H 4.11656 -1.84872 1.29101 0.12
O 3.22696 -1.34178 1.32378 -0.06
H 1.34652 -2.75900 3.46242 0.02
H 1.04768 -1.31803 3.69656 -0.01
O 1.77796 -1.94707 3.62467 -0.04
H 0.41498 0.88555 3.65601 0.05
H 0.66748 -0.11974 4.77034 0.06
O 0.00827 0.02223 4.06017 -0.10
H 2.46038 1.54146 0.89791 0.02
H 3.40579 0.62498 0.16940 0.04
O 2.68188 1.22014 0.02086 -0.03
H 0.08364 -1.05953 -2.22467 0.06
H 0.20307 -1.52822 -3.68897 0.09
O -0.42404 -1.62092 -2.95121 -0.12
H -2.18270 -1.30333 -3.03292 -0.03
H -2.46798 -0.86039 -4.41721 0.07
O -2.94410 -1.03178 -3.57301 -0.08
H 1.99153 -0.76161 -1.38197 0.10
H 1.40299 0.21958 -0.44607 -0.01
O 1.11478 -0.53463 -0.96317 -0.08
H -0.66929 -3.14936 -2.03010 0.08
H -0.19723 -4.39607 -1.31973 0.08
O -0.73705 -3.60489 -1.08174 -0.13
H 1.47480 3.06170 2.71152 0.08
H 2.40583 1.83662 2.95646 0.08
O 1.49195 2.09958 2.75023 -0.04
H 1.20124 -2.73839 1.28135 -0.01
H 0.00285 -3.50191 0.58631 0.04
O 0.30543 -2.98527 1.39992 -0.07
```